Entry from OMol25: C7H19N2PdSe3Te as an isolated structure (ωB97M-V/def2-TZVPD).

Output
Molecular weight = 602.143 g mol⁻¹
Expectation value of S² = 2.015
Multiplicity = 3
Charge = -1
HOMO (alpha / beta) = -0.10756 / -0.11487 Eh
Strongest force on any atom = 0.025 Eh/bohr
HOMO-LUMO gap (alpha / beta) = 5.8 / 5.1 eV

Last column: Löwdin spin population.
Cartesian coordinates (Å):
1 Pd -0.6630 -0.3485 0.7585  0.192
2 C 2.6614 -0.6865 -1.3901  0.001
3 N 2.2571 0.0213 -0.1904  0.012
4 C 3.0383 -0.3946 0.9571  0.004
5 C 2.2718 1.4605 -0.3742  0.001
6 C 1.3121 2.2222 0.5317  0.003
7 N -0.1197 2.0274 0.2750  0.003
8 C -0.4575 2.5344 -1.0529  0.014
9 C -0.8591 2.8206 1.2629  0.001
10 H 3.6990 -0.4501 -1.6914  0.000
11 H 1.9923 -0.4345 -2.2134  0.001
12 H 2.5893 -1.7602 -1.2160  0.000
13 H 4.1138 -0.1937 0.8101  0.000
14 H 2.8927 -1.4606 1.1338  0.000
15 H 2.7001 0.1302 1.8507  0.002
16 H 2.0481 1.6714 -1.4200  0.000
17 H 3.2805 1.8655 -0.1806  0.000
18 H 1.5460 3.2936 0.4244  0.000
19 H 1.4818 1.9409 1.5686  0.001
20 H -0.1089 3.5734 -1.1613  0.000
21 H -1.5348 2.5010 -1.1883  0.007
22 H -0.0180 1.9255 -1.8354  0.009
23 H -0.6405 3.8963 1.1360  0.000
24 H -0.5746 2.5086 2.2642  -0.001
25 H -1.9209 2.6502 1.1395  0.001
26 Se -1.3648 -0.7557 -1.5108  0.392
27 Se -3.3468 0.0616 -0.7843  0.606
28 Te -2.3885 -0.0776 2.8476  0.538
29 Se 0.1085 -0.1295 3.1053  0.188
30 C -0.7406 -2.3830 0.9842  0.016
31 H -0.2188 -2.6309 1.8961  0.001
32 H -0.2805 -2.8718 0.1350  0.007
33 H -1.7791 -2.6679 1.0565  0.000

Entry from OMol25: one molecule with the formula C7H11NO (ωB97M-V/def2-TZVPD).

Output
Molecular weight = 125.171 g mol⁻¹
Structure (SMILES) = CC(C)(O)c1cc[nH]c1
HOMO = -0.30489 Eh
Strongest force on any atom = 0.090 Eh/bohr
HOMO-LUMO gap = 9.2 eV
Energy relative to the best compared isomer or geometry (same formula, charge and spin) = 2.0071 eV

Last column: Löwdin charge in e.
Cartesian coordinates (Å):
1 C 1.5535 0.7128 0.5646  -0.056
2 C 2.8335 0.3548 0.3133  -0.135
3 C 1.5199 -1.1219 -0.7116  -0.070
4 C 0.6902 -0.2339 -0.0517  -0.205
5 C -1.3164 0.0232 -1.5198  -0.040
6 C -1.4306 0.5876 0.9848  -0.076
7 C -0.8089 -0.2006 -0.1313  -0.497
8 N 2.7808 -0.6784 -0.5551  0.009
9 O -1.2999 -1.7243 0.2425  -0.148
10 H 1.1245 1.3864 1.2909  0.100
11 H 3.6944 0.8735 0.7363  0.117
12 H 1.2864 -2.0197 -1.3414  0.145
13 H -2.3794 -0.2299 -1.6273  0.083
14 H -0.9130 1.0418 -1.6352  0.104
15 H -0.7631 -0.7797 -2.1704  0.121
16 H -2.5362 0.5619 0.9423  0.082
17 H -1.3982 1.7460 0.8682  0.109
18 H -1.0734 0.5267 2.0415  0.099
19 H 3.6000 -1.1189 -0.9237  0.148
20 H -2.2548 -1.8138 -0.1803  0.110

Entry from OMol25: one molecule with the formula C4H6S (ωB97M-V/def2-TZVPD).

Output
Molecular weight = 86.159 g mol⁻¹
Structure (SMILES) = C=C[C@H]1CS1
HOMO = -0.32151 Eh
Strongest force on any atom = 0.102 Eh/bohr
HOMO-LUMO gap = 9.5 eV
Energy relative to the best compared isomer or geometry (same formula, charge and spin) = 2.0570 eV

Last column: Löwdin charge in e.
Cartesian coordinates (Å):
1 S 0.6096 0.0818 -1.4507  0.743
2 C -0.2551 -0.4854 1.8665  0.024
3 C -0.9876 -0.8955 0.6929  -0.186
4 C -1.1026 -0.3632 -1.9061  -0.413
5 C -0.4666 -1.2303 -0.7109  -0.541
6 H -0.8075 -0.2441 2.8070  0.056
7 H 0.7904 -0.3443 1.8714  0.021
8 H -2.0353 -0.7198 0.7933  0.064
9 H -1.8578 0.3962 -1.7364  0.060
10 H -1.2892 -1.0823 -2.7676  0.082
11 H 0.2285 -2.0897 -0.6939  0.091

Entry from OMol25: C5H8Br2O as an isolated structure (ωB97M-V/def2-TZVPD).

Output
Molecular weight = 243.926 g mol⁻¹
HOMO = -0.37506 Eh
Strongest force on any atom = 0.083 Eh/bohr
HOMO-LUMO gap = 10.7 eV
Energy relative to the best compared isomer or geometry (same formula, charge and spin) = 1.5856 eV

Last column: Löwdin charge in e.
Cartesian coordinates (Å):
1 C -0.2888 -0.1114 -0.2919  -0.338
2 C -0.5457 0.0507 1.1404  -0.402
3 C 1.5420 1.3451 -1.3610  -0.067
4 C 1.0938 -0.1328 -1.0195  -0.144
5 C -1.6960 -0.9209 1.7642  -1.001
6 O -0.8337 1.0320 0.2643  -0.018
7 Br -1.1246 -2.7393 1.4845  0.642
8 Br -3.4189 -0.6065 0.8161  0.627
9 H -1.0181 -0.7917 -0.8794  0.140
10 H 0.3522 0.0193 1.7429  0.145
11 H 0.9861 1.9345 -0.6296  0.065
12 H 1.4199 1.6573 -2.3877  0.065
13 H 2.5676 1.5944 -1.1959  0.051
14 H 1.8905 -0.6541 -0.4845  0.102
15 H 0.8837 -0.7941 -1.8424  0.088
16 H -1.8101 -0.8823 2.8795  0.043

Entry from OMol25: C37H52AsCeF6N2O4S5Sb as an isolated structure (ωB97M-V/def2-TZVPD).

Output
Molecular weight = 1199.954 g mol⁻¹
HOMO (alpha / beta) = -0.29278 / -0.29278 Eh
Strongest force on any atom = 0.046 Eh/bohr
HOMO-LUMO gap (alpha / beta) = 5.8 / 5.8 eV
Energy relative to the best compared isomer or geometry (same formula, charge and spin) = 1.1875 eV

Last column: Löwdin charge in e.
Cartesian coordinates (Å):
1 Ce 0.8372 0.1091 -2.9858  1.234
2 O -1.0510 5.3498 -3.4799  0.044
3 C -1.8005 4.8668 -2.4533  -0.259
4 C -2.2661 5.7734 -1.5019  -0.035
5 C -2.9694 5.3763 -0.3972  -0.080
6 C -3.1612 3.9941 -0.1559  -0.077
7 C -2.5829 3.0815 -1.0483  -0.020
8 C -1.8762 3.4724 -2.2190  -0.075
9 C -1.2177 2.4258 -3.0115  -0.424
10 O -1.1504 1.1904 -2.6271  -0.169
11 N -0.5724 2.8235 -4.0776  0.078
12 N 0.0755 1.7257 -4.6942  -0.049
13 C 0.4362 1.9389 -5.9156  -0.009
14 C 1.1150 0.9226 -6.6891  -0.124
15 C 1.5703 1.1740 -8.0224  -0.026
16 C 2.0550 0.1536 -8.8358  -0.073
17 C 2.1866 -1.1428 -8.2830  -0.054
18 C 1.8620 -1.3661 -6.9738  -0.006
19 C 1.4006 -0.3336 -6.1744  -0.294
20 O 1.2282 -0.6641 -4.8882  -0.267
21 H -0.7058 4.6386 -4.0519  0.066
22 H -2.0174 6.8578 -1.6819  0.140
23 H -3.4330 6.1372 0.2859  0.123
24 H -3.6933 3.5933 0.7205  0.096
25 H -2.7124 2.0265 -0.8871  0.104
26 H 0.2049 2.9378 -6.2781  0.144
27 H 1.4867 2.1994 -8.4675  0.129
28 H 2.2390 0.4269 -9.9020  0.116
29 H 2.5066 -2.0162 -8.8132  0.105
30 H 2.0044 -2.3444 -6.4788  0.124
31 C 0.9016 -6.5522 -1.4552  -0.356
32 S 0.0802 -4.9958 -2.0040  0.813
33 C 1.4447 -4.0823 -2.6049  -1.017
34 C 1.9086 -2.9248 -2.1229  -1.048
35 S 1.2587 -1.7267 -0.9884  0.553
36 S 3.4180 -2.3515 -2.8886  0.885
37 C 3.5679 -3.6272 -4.1008  -1.455
38 S 4.9190 -3.8066 -4.9928  0.583
39 S 2.1994 -4.7352 -4.0444  0.910
40 H 0.3308 -7.0648 -0.6744  0.042
41 H 1.8388 -6.2841 -1.0912  0.008
42 H 0.9852 -7.2386 -2.3390  0.048
43 C 1.5719 3.9666 -1.2648  0.054
44 C 2.5890 2.8293 -1.6093  -0.350
45 O 1.9368 1.7415 -2.1641  -0.277
46 C 3.4834 3.3681 -2.7401  -0.561
47 F 4.1821 4.4791 -2.3853  0.147
48 F 2.8025 3.7033 -3.8212  0.178
49 F 4.3404 2.4184 -3.1511  0.163
50 C 3.3095 2.4531 -0.2860  -0.548
51 F 2.3460 2.2419 0.6423  0.133
52 F 4.1097 1.3821 -0.3154  0.157
53 F 4.0945 3.4135 0.1820  0.177
54 H 1.0477 4.1876 -2.1605  0.062
55 H 2.1475 4.8831 -1.0134  0.118
56 H 0.8370 3.7354 -0.4984  0.102
57 C 4.3752 -1.1200 1.5531  -0.366
58 As 2.6378 -1.3727 2.3561  1.037
59 C 3.2946 -1.0007 4.1681  -0.363
60 C 2.6880 -3.3854 2.5045  -0.326
61 H 5.1819 -1.8388 1.7893  0.042
62 H 4.6756 -0.1485 1.8847  0.000
63 H 4.3189 -1.0999 0.4613  -0.003
64 H 4.1512 -1.6243 4.4261  0.020
65 H 2.4521 -1.1074 4.8805  0.005
66 H 3.5575 0.0967 4.2166  0.033
67 H 3.6392 -3.8596 2.6776  0.006
68 H 2.3893 -3.8005 1.5737  -0.027
69 H 2.0305 -3.8308 3.3237  0.042
70 C -4.4159 -0.2443 4.7362  -0.135
71 C -3.1767 -0.7286 5.4914  -0.700
72 C -2.8614 0.3575 6.4963  -0.144
73 C -3.5550 -2.0158 6.2606  -0.138
74 Sb -1.3865 -1.2340 4.1350  1.526
75 C -1.3450 0.7434 2.8545  -0.616
76 C -2.5752 1.6909 2.8712  -0.131
77 C -0.8886 0.5590 1.4337  -0.135
78 C -0.3012 1.6412 3.5967  -0.149
79 C -2.2967 -2.5777 2.6884  -0.745
80 C -3.3223 -1.9108 1.7854  -0.106
81 C -1.0510 -3.0649 1.9121  -0.171
82 C -2.9693 -3.8262 3.2480  -0.130
83 H -4.3087 0.5524 4.0325  0.027
84 H -5.2252 0.0818 5.4067  0.085
85 H -4.8916 -1.0614 4.1762  0.066
86 H -3.8207 0.6547 6.9388  0.079
87 H -2.5201 1.2659 5.9648  0.062
88 H -2.1054 0.0209 7.2337  0.087
89 H -4.3856 -1.8220 7.0128  0.107
90 H -2.6855 -2.3659 6.8416  0.070
91 H -3.7338 -2.8648 5.6476  0.021
92 H -3.4213 1.2862 2.3261  0.070
93 H -2.2619 2.6643 2.5296  0.057
94 H -2.9549 1.8937 3.8940  0.065
95 H -1.3645 -0.1995 0.8431  0.053
96 H 0.1667 0.3507 1.4866  0.023
97 H -1.0274 1.5043 0.9732  0.061
98 H -0.4484 1.5527 4.6832  0.051
99 H -0.3693 2.6717 3.2161  0.079
100 H 0.7624 1.2889 3.4134  0.072
101 H -2.9863 -1.0175 1.3105  0.039
102 H -4.2412 -1.6512 2.3519  0.078
103 H -3.5225 -2.6131 1.0269  0.064
104 H -1.3547 -3.5810 0.9964  0.078
105 H -0.5398 -3.8356 2.4348  0.047
106 H -0.2890 -2.2595 1.7350  0.020
107 H -3.8188 -3.6932 3.9015  0.050
108 H -2.2734 -4.4833 3.8306  0.094
109 H -3.2758 -4.3790 2.3475  0.086

Entry from OMol25: C23H47CuNO2S2Si2 as an isolated structure (ωB97M-V/def2-TZVPD).

Output
Molecular weight = 553.486 g mol⁻¹
Expectation value of S² = 0.757
Multiplicity = 2
HOMO (alpha / beta) = -0.28505 / -0.28729 Eh
Strongest force on any atom = 0.068 Eh/bohr
HOMO-LUMO gap (alpha / beta) = 8.0 / 6.1 eV
Energy relative to the best compared isomer or geometry (same formula, charge and spin) = 0.0000 eV

Last column: Löwdin spin population.
Cartesian coordinates (Å):
1 O -1.1869 -2.1039 -1.4832  0.026
2 O 0.8237 1.1637 -4.5980  0.000
3 C -0.2508 -3.0661 -2.0580  0.000
4 C -0.6922 -4.4524 -1.6496  0.002
5 H 0.6853 -2.8189 -1.5706  0.000
6 H -0.1522 -2.9471 -3.1369  0.001
7 H -0.7760 -4.5467 -0.5555  0.002
8 H -0.0120 -5.2287 -2.0015  0.000
9 H -1.6791 -4.6105 -2.0905  0.000
10 C -2.0152 -1.3878 -2.4087  0.002
11 C -1.7490 -1.4571 -3.9106  0.001
12 H -1.9361 -0.3588 -2.0650  0.000
13 H -3.0827 -1.6857 -2.2386  0.000
14 H -0.8244 -0.9345 -4.1614  0.000
15 H -2.5840 -0.9545 -4.4312  0.000
16 H -1.7092 -2.4862 -4.2943  0.000
17 C 0.4043 2.2404 -3.7789  0.000
18 C 2.2158 0.8655 -4.5380  0.000
19 C -0.9934 2.6608 -4.2027  0.000
20 H 1.0908 3.0895 -3.8928  0.000
21 H 0.3848 1.9577 -2.7153  0.000
22 H -1.0387 2.8680 -5.2761  0.000
23 H -1.2502 3.5733 -3.6640  0.000
24 H -1.7288 1.8836 -3.9756  0.000
25 C 2.6329 0.4343 -5.9298  0.000
26 H 2.4109 0.0412 -3.8267  0.000
27 H 2.8216 1.7308 -4.2225  0.000
28 H 1.9915 -0.3833 -6.2707  0.000
29 H 3.6771 0.1291 -5.9284  0.000
30 H 2.5029 1.2664 -6.6318  0.000
31 H 1.1157 1.2135 1.4760  0.000
32 Cu -0.8030 -2.8168 0.9724  0.351
33 C 1.5587 1.1186 0.4913  0.000
34 Si 3.4104 0.7742 0.5233  0.000
35 H 1.1902 0.1431 0.1134  0.000
36 H 1.2001 1.9309 -0.1411  0.000
37 C 4.1312 -0.6682 -0.4482  0.000
38 C 3.5235 0.2429 2.3227  0.001
39 C 3.9959 2.5187 0.0749  0.000
40 C -2.6429 -2.2684 1.1337  0.367
41 Si -3.1716 -0.4901 1.2861  0.043
42 H -2.8253 -2.8003 2.0822  0.019
43 H -3.1368 -2.7947 0.2994  0.027
44 C -4.7329 -0.5529 0.2043  0.020
45 C -2.1134 0.9544 0.6985  0.005
46 C -3.5913 -0.0827 3.0801  0.002
47 H 3.5128 2.8687 -0.8592  0.000
48 H 5.0835 2.6093 -0.0110  0.000
49 H 3.6411 3.1853 0.8809  0.000
50 H 3.7775 -1.6045 0.0219  0.000
51 H 5.2334 -0.6580 -0.3811  0.000
52 H 3.8201 -0.6977 -1.5024  0.000
53 H 3.3188 -0.8396 2.4005  0.001
54 H 2.7326 0.7470 2.8937  0.000
55 H 4.5014 0.5001 2.7396  0.000
56 H -2.1065 1.0372 -0.3999  0.000
57 H -1.0782 0.9030 1.0654  0.000
58 H -2.5729 1.8782 1.1003  0.000
59 H -4.3011 0.7584 3.1268  0.000
60 H -2.6907 0.1936 3.6498  0.000
61 H -4.0528 -0.9526 3.5675  0.000
62 H -5.4939 0.1394 0.5937  0.002
63 H -5.1329 -1.5773 0.2252  0.002
64 H -4.5017 -0.2914 -0.8380  0.001
65 S 0.7717 -2.6114 2.4834  0.095
66 C 0.4669 -1.4320 3.6708  0.004
67 N -0.0201 -0.2197 3.4823  0.012
68 C -0.0716 0.5714 4.6019  0.000
69 C -0.4925 1.9095 4.6013  0.003
70 C -0.4398 2.6505 5.7795  0.000
71 C 0.0179 2.0614 6.9778  0.004
72 C 0.4285 0.7186 6.9880  0.000
73 C 0.3942 -0.0268 5.8015  0.003
74 S 0.9085 -1.6638 5.4226  0.005
75 H -0.8340 2.3298 3.6585  0.000
76 H -0.7449 3.6903 5.7814  0.000
77 H 0.0538 2.6649 7.8979  0.000
78 H 0.7818 0.2539 7.9172  0.000

Question: Which value of strongest force on any atom does entry 5 give?
Answer: 0.046 Eh/bohr

Question: Which value of molecular weight does entry 3 give?
Answer: 86.159 g mol⁻¹

Question: Which value of molecular weight does entry 4 give?
Answer: 243.926 g mol⁻¹